The following is a DFT calculation (ωB97M-V with the def2-TZVPD basis set) of a structure of composition C25H36As2BrN2O8P2SiTa at a distorted geometry.

Output
* max |F|: 0.0272 hartree/bohr
* charge: +2
* E_tot: -265593.495 eV

Geometry as XYZ:
```
78
C25H36As2BrN2O8P2SiTa ωB97M-V with the def2-TZVPD basis set
Ta -0.18 -1.02 -0.34
Br 6.88 3.85 -0.53
C 5.07 3.35 -0.40
C 4.69 2.12 -1.19
C 3.23 1.64 -0.91
C 2.39 2.54 -0.07
C 2.85 3.64 0.53
C 4.25 4.04 0.38
N 1.08 2.05 0.14
C 0.10 2.81 -0.07
C -1.27 2.39 0.25
C -2.22 3.40 0.32
C -3.50 3.12 0.76
C -3.78 1.82 1.13
C -2.80 0.86 1.00
N -1.56 1.11 0.55
H 5.40 1.35 -0.88
H 2.72 1.52 -1.88
H 2.21 4.21 1.19
H 4.60 4.91 0.92
H 0.22 3.83 -0.44
H -1.94 4.41 0.04
H -4.25 3.90 0.81
H -4.75 1.53 1.51
H -3.03 -0.16 1.25
C 0.03 0.94 3.25
As -0.19 -0.78 2.40
C -1.74 -1.53 3.30
C 1.28 -1.84 3.08
C 1.91 -1.52 4.28
C 2.97 -2.29 4.73
C 3.41 -3.38 3.99
C 2.79 -3.70 2.79
C 1.73 -2.93 2.34
As 0.75 -3.34 0.73
C 1.92 -4.20 -0.53
C -0.47 -4.74 1.24
H 0.99 1.37 2.97
H -0.03 0.80 4.33
H -0.77 1.60 2.92
H -2.48 -0.74 3.46
H -1.42 -1.92 4.26
H -2.18 -2.32 2.70
H 1.59 -0.67 4.87
H 3.46 -2.04 5.66
H 4.25 -3.97 4.34
H 3.14 -4.56 2.22
H 2.63 -3.48 -0.94
H 1.30 -4.57 -1.34
H 2.45 -5.02 -0.06
H 0.11 -5.62 1.52
H -1.11 -4.97 0.39
H -1.07 -4.43 2.09
O -0.40 -0.03 -4.43
P -0.54 -0.64 -3.03
O 0.53 -1.58 -2.53
O -0.67 0.39 -1.91
O -1.97 -1.45 -3.04
P -2.34 -2.16 -1.63
O -3.69 -2.87 -1.84
O -1.12 -2.97 -1.22
O -2.39 -1.12 -0.53
H -0.23 -0.61 -5.19
H -3.78 -3.55 -2.53
C 4.89 2.33 -2.69
Si 3.23 -0.05 -0.11
C 4.23 -1.29 -1.04
C 3.72 0.08 1.67
O 1.58 -0.58 -0.24
H 5.92 2.60 -2.93
H 4.24 3.13 -3.05
H 4.64 1.42 -3.24
H 5.27 -0.96 -1.12
H 3.86 -1.45 -2.06
H 4.26 -2.25 -0.53
H 4.68 0.59 1.70
H 3.84 -0.89 2.15
H 3.02 0.68 2.25
```